A 2-piece molecular cluster, C3H6F2NO3S overall at a distorted geometry. Source: OMol25; level of theory: wB97M-V/def2-TZVPD.

Last column: Löwdin charge in e.
Geometry (Å):
C1 0.234443 0.074186 1.793562  -0.14
C2 -0.179408 1.054910 0.788753  -0.24
C3 0.964582 0.140366 -0.986816  -0.37
N1 -1.529681 0.862865 0.256175  0.01
O1 -1.354237 -0.966593 -1.848490  -0.38
O2 -0.077481 -2.101849 -0.099732  -0.35
O3 0.830455 -2.080049 -2.316320  -0.33
F1 1.059611 1.118066 -1.911744  0.02
F2 2.254607 -0.212456 -0.599945  -0.02
S1 -0.016528 -1.431773 -1.374881  0.43
H1 -0.150501 -0.874352 1.406647  0.05
H2 1.301089 0.145079 2.030493  0.07
H3 -0.259886 0.429607 2.758462  0.09
H4 0.047173 2.134858 0.886312  0.11
H5 -1.663787 1.634175 -0.370012  0.05
H6 -1.460451 0.072960 -0.412462  0.00

Force components x, y, z for each atom (eV/Å):
C -0.696 1.204 1.875
C -0.040 -0.876 -3.872
C -1.051 1.079 3.619
N 1.624 0.136 0.606
O 1.809 -0.456 0.237
O -0.216 -0.207 0.458
O 0.459 -0.819 -1.572
F 0.026 -0.588 -0.497
F -1.031 0.248 -0.606
S -0.576 1.661 -0.301
H 0.532 -0.057 0.857
H -0.078 -0.458 -0.457
H 0.186 -0.855 -0.766
H 0.321 -0.749 -0.017
H -0.405 0.534 -0.282
H -0.863 0.203 0.718

Output
- E_HOMO (eV) = -3.9
- LUMO (eV) = 3.9
- relative energy (zero: lowest compared OMol25 entry of this formula, charge and spin) (kJ/mol) = 0.0
- DFT total energy (Ha) = -996.292377
- net charge = -1
- frontier orbital gap (eV) = 7.87
- spin multiplicity = 1